The following is a quantum chemistry calculation of a molecular structure, C64H62F2Ge2N3O8Si2Tl, from OMol25.

The calculation puts the molar mass at 1444.98 g/mol. The calculation puts the energy above the lowest of the compared OMol25 structures with the same formula, charge and spin at 0.0 kJ/mol. The HOMO energy is -1.31 eV. As for the total energy: -227140.29876 eV. The spin multiplicity is 1. Its charge is -2.

The geometry in XYZ format:
```
144
Properties=species:S:1:pos:R:3:forces:R:3
Tl -0.55775 -0.20681 0.12134 0.1521 -0.1387 -0.3552
F 3.68033 -6.04357 -0.38784 0.0030 0.0023 0.0072
C 3.50587 -4.79578 0.11503 0.0170 0.0050 0.0367
C 3.36361 -3.73350 -0.74670 -0.0173 0.0208 0.0754
C 3.16382 -2.44252 -0.24769 0.1399 -0.0200 -0.1444
C 3.12453 -2.25722 1.13623 -0.0689 -0.0452 0.0822
C 3.29413 -3.36652 1.95533 -0.0803 -0.0072 0.0004
F 3.27424 -3.20042 3.30108 0.0625 0.0302 -0.0452
C 3.48241 -4.64935 1.48710 0.1685 0.1098 -0.0955
C 2.89623 -0.95451 1.83034 0.1499 -0.1100 0.0708
C 3.94697 -0.08033 2.07340 0.0450 0.0503 -0.0899
C 3.71994 1.03774 2.86210 -0.0110 0.0232 -0.0561
C 2.45394 1.24035 3.37607 -0.0058 -0.0148 -0.0113
C 1.46452 0.32312 3.05696 -0.0956 0.0898 -0.0413
N 1.66969 -0.75520 2.31087 -0.0129 -0.0079 0.1654
H 3.39078 -3.90856 -1.81381 0.0131 -0.0108 -0.0157
H 3.59959 -5.48616 2.16013 0.0201 0.0036 -0.0009
H 4.92268 -0.28587 1.65211 0.0011 -0.0038 0.0229
H 4.51739 1.74454 3.05650 0.0046 0.0058 0.0110
H 2.21673 2.10667 3.97841 -0.0034 0.0028 -0.0025
H 0.44836 0.47111 3.40663 -0.0122 0.0264 -0.0248
C 5.91929 0.05850 -2.62680 -0.0166 -0.0354 0.0330
C 5.33631 -0.85329 -1.54547 0.0599 0.0093 -0.0964
Ge 3.35410 -1.04256 -1.65157 0.1440 -0.0728 0.0371
C 2.69987 0.78708 -1.40442 -0.1106 0.0052 0.0663
C 1.83918 1.33286 -2.54382 0.0587 0.0415 0.0628
C 3.08741 -1.84835 -3.39911 -0.0313 0.0368 -0.0705
C 1.91390 -2.16705 -3.96019 -0.1219 0.0312 0.0619
Ge 0.11532 -1.91828 -2.92630 0.3957 -0.1220 0.1643
C -1.02812 -1.42093 -4.50722 -0.0068 0.1381 0.0043
C -0.85300 0.02875 -4.95704 -0.0222 -0.0641 0.0100
C -0.42505 -3.87586 -2.89248 0.0039 0.0461 -0.0098
C 0.55106 -4.79968 -2.17421 -0.1010 -0.0357 -0.0130
C 1.90305 -2.66731 -5.35035 -0.0132 -0.0247 0.0051
C 2.12398 -1.79556 -6.42092 0.0079 0.0254 0.0135
C 2.07339 -2.24008 -7.73411 0.0067 -0.0064 -0.0069
C 1.80737 -3.57315 -8.01569 0.0011 0.0054 0.0224
C 1.58977 -4.45263 -6.96204 -0.0002 0.0046 -0.0134
C 1.62880 -4.00611 -5.65019 0.0035 0.0027 0.0051
H 7.00728 0.14978 -2.55212 0.0093 0.0028 -0.0033
H 5.50394 1.06690 -2.56340 -0.0066 0.0133 0.0018
H 5.68949 -0.31793 -3.62587 -0.0011 -0.0006 -0.0081
H 5.59609 -0.47379 -0.55202 -0.0145 0.0049 0.0012
H 5.76759 -1.85673 -1.61783 0.0163 0.0028 -0.0019
H 3.61836 1.37864 -1.33144 0.0110 0.0088 0.0532
H 2.18868 0.90467 -0.44427 -0.0443 -0.0061 -0.0538
H 2.29228 1.13826 -3.51940 0.0032 -0.0068 -0.0058
H 1.70497 2.41121 -2.44010 -0.0319 0.0420 0.0115
H 0.85188 0.87099 -2.55128 -0.0080 -0.0101 -0.0141
H 4.01084 -2.00961 -3.96910 -0.0152 -0.0071 -0.0216
H -2.06990 -1.59993 -4.22162 0.0086 0.0028 0.0294
H -0.79803 -2.11247 -5.32604 -0.0278 -0.0026 -0.0254
H -1.10889 0.71438 -4.14614 -0.0018 0.0094 -0.0032
H -1.48128 0.28225 -5.81927 -0.0029 0.0148 -0.0017
H 0.18436 0.23221 -5.24102 0.0179 0.0102 0.0093
H -0.59625 -4.22066 -3.91901 -0.0476 -0.0111 0.0054
H -1.39686 -3.88142 -2.38929 -0.0402 -0.0332 0.0020
H 1.52921 -4.79887 -2.66132 0.0182 -0.0160 0.0032
H 0.21174 -5.84380 -2.13625 -0.0138 -0.0077 0.0086
H 0.71434 -4.46962 -1.14604 0.0750 0.0460 -0.0831
H 2.32794 -0.75349 -6.20553 -0.0096 0.0093 -0.0047
H 2.24161 -1.53865 -8.54347 0.0004 0.0064 -0.0016
H 1.76362 -3.92126 -9.04068 0.0001 -0.0012 -0.0058
H 1.37907 -5.49671 -7.16462 0.0005 -0.0026 0.0051
H 1.44466 -4.69667 -4.83818 -0.0043 -0.0141 -0.0055
O -2.83490 1.27375 1.54376 -0.1508 0.1580 -0.2987
C -3.00209 0.66746 2.56009 0.2833 0.0081 0.0219
O -2.52152 -0.57084 2.70735 -0.0486 -0.0192 0.2729
C -3.62168 1.33969 3.74924 -0.0328 0.0452 0.0590
C -3.38684 2.70766 3.87791 0.0530 -0.0145 -0.0068
C -3.93647 3.41836 4.93421 -0.0534 -0.0221 0.0709
C -4.73664 2.77615 5.86555 0.0001 -0.0130 -0.0082
C -4.96718 1.42137 5.70754 -0.0825 -0.0337 0.1279
C -4.42310 0.68592 4.67204 -0.0926 -0.1494 -0.0659
N -5.82826 0.72813 6.68895 0.0946 0.0715 -0.1200
O -6.01905 -0.46244 6.53474 -0.0350 0.1543 0.1046
O -6.29361 1.39321 7.59905 0.0020 -0.1614 -0.0693
H -2.76479 3.20308 3.14043 -0.0392 -0.0402 0.0594
H -3.73810 4.47768 5.02570 -0.0134 -0.0965 -0.0026
H -5.18235 3.30060 6.69745 0.0033 -0.0011 -0.0030
H -4.68195 -0.36056 4.58647 0.1015 -0.0031 -0.0104
O -2.82202 -1.64855 -1.04543 0.2279 -0.3103 0.1097
N -3.30606 -0.61295 -1.55538 -0.2708 0.0487 -0.0592
O -4.52478 -0.53450 -1.75890 -0.1233 -0.0047 -0.0551
O -2.54906 0.33430 -1.83476 0.1236 0.2301 -0.0228
C -7.00267 -3.12358 1.37231 0.0404 -0.0078 -0.0237
C -6.81249 -3.36407 2.72715 0.0149 0.0154 0.0206
C -5.59510 -3.05665 3.31832 -0.0241 -0.0048 0.0311
C -4.55515 -2.51009 2.56380 -0.0210 0.0384 0.0240
C -4.76529 -2.26296 1.20169 -0.0349 0.0465 0.1367
C -5.98223 -2.57037 0.61026 -0.0666 -0.0139 -0.0017
Si -2.89981 -2.09245 3.29113 -0.1059 0.0205 -0.1078
C -1.53405 -3.23484 2.80990 0.0154 -0.1219 0.0843
C -1.51059 -3.88387 1.57133 0.1140 0.1315 0.0090
C -0.52201 -4.81227 1.28461 0.0428 0.0016 -0.0161
C 0.45486 -5.10539 2.22759 -0.1030 -0.0671 -0.0323
C 0.45315 -4.46227 3.45583 -0.0488 0.0044 0.0637
C -0.53842 -3.53621 3.74342 0.0164 -0.0008 -0.0872
H -7.95236 -3.36521 0.90993 -0.0143 0.0076 0.0013
H -7.61340 -3.78313 3.32391 -0.0104 -0.0048 0.0110
H -5.46247 -3.23015 4.38117 0.0155 -0.0251 0.0210
H -3.98495 -1.83401 0.57946 -0.0704 -0.0875 0.0327
H -6.11662 -2.36331 -0.44349 0.0388 0.0302 -0.0136
H -2.95408 -2.06716 4.77500 -0.0510 0.0664 0.0041
H -2.24264 -3.64292 0.81043 -0.0894 -0.0003 -0.0277
H -0.49851 -5.28746 0.31348 -0.0490 -0.0353 0.0511
H 1.23243 -5.82172 1.99249 -0.1261 -0.0084 0.0024
H 1.22918 -4.66895 4.18286 -0.0177 0.0133 -0.0218
H -0.52539 -3.02841 4.70186 -0.0331 -0.0182 0.0261
O 0.51251 2.08127 0.88000 0.0583 -0.0746 0.0774
Si 0.42724 3.61976 0.56734 -0.1583 0.0500 -0.0881
C 2.10191 4.52444 0.61013 0.0037 0.0107 0.0320
C 2.20830 5.91764 0.65793 0.0074 -0.0193 0.0021
C 3.44328 6.55260 0.68545 -0.0032 -0.0141 0.0037
C 4.61070 5.79892 0.67171 0.0029 0.0055 -0.0114
C 4.53050 4.41404 0.62935 -0.0020 0.0051 0.0086
C 3.28816 3.79050 0.59969 0.0195 -0.0210 -0.0106
C -0.60026 4.61426 1.84027 -0.0234 -0.0603 0.0861
C -1.88225 5.10071 1.57562 0.0637 0.1212 -0.0697
C -2.61718 5.78422 2.53961 0.0130 0.0530 0.0151
C -2.08742 5.98384 3.80674 0.0888 0.0504 -0.0643
C -0.81730 5.50027 4.10047 -0.0016 0.0163 0.0104
C -0.08914 4.83261 3.12521 -0.0401 -0.0199 -0.0444
C -0.35627 3.97703 -1.11472 0.0169 -0.0705 -0.0762
C -1.41875 3.15530 -1.51033 0.1459 -0.0376 0.0048
C -1.96855 3.23885 -2.78128 -0.0338 0.0503 -0.0561
C -1.47107 4.16820 -3.68587 0.0037 0.0084 0.0087
C -0.42393 5.00097 -3.31488 0.0142 -0.0034 -0.0050
C 0.12921 4.89891 -2.04392 -0.0337 0.0583 0.0351
H 1.30488 6.51975 0.67971 -0.0124 0.0078 0.0079
H 3.49748 7.63505 0.71887 -0.0003 0.0039 0.0043
H 5.57696 6.29006 0.69243 -0.0006 0.0018 0.0015
H 5.43625 3.81729 0.61549 -0.0019 0.0028 -0.0020
H 3.22612 2.70991 0.56769 -0.0043 -0.0224 0.0204
H -2.30678 4.96152 0.58748 -0.0174 -0.0451 0.0011
H -3.60474 6.16076 2.29900 -0.0210 -0.0096 -0.0005
H -2.65608 6.51646 4.56114 0.0084 0.0337 -0.0056
H -0.39305 5.65398 5.08661 -0.0015 -0.0003 0.0008
H 0.91264 4.48432 3.35850 -0.0068 -0.0284 0.0208
H -1.78773 2.39093 -0.83492 -0.0696 0.0588 -0.0073
H -2.75196 2.54948 -3.06918 -0.0105 -0.0054 0.0593
H -1.88230 4.22472 -4.68718 -0.0020 -0.0041 -0.0042
H -0.01633 5.70978 -4.02765 -0.0042 0.0118 0.0056
H 0.97254 5.53034 -1.78332 0.0051 0.0082 -0.0083
```
Forces are in eV/Å.

Mulliken population analysis, charges in e, atoms 1 to 4:
1 Tl 2.341
2 F -0.448
3 C 0.619
4 C -1.299